44
Properties=species:S:1:pos:R:3 method="wB97M-V/def2-TZVPD" lumo_energy_ev=-2.766 de_lowest_kj_mol=170.8 fmax_ev_per_a=6.14 gap_ev=10.0 molar_mass_da=415.58 total_charge=+1
C -1.883 -2.400 2.894
H -3.558 3.270 0.903
N -3.245 0.964 2.888
H 2.978 -4.418 -2.701
H 3.128 -1.145 2.722
N 0.518 -2.618 -1.804
N -1.203 -2.498 1.915
N -2.197 -1.717 -0.985
C -3.038 3.390 1.854
N 0.606 6.658 -2.418
H 2.542 -3.549 -4.149
H 1.643 3.729 -2.046
F 1.461 0.238 1.503
H -3.690 -2.675 4.145
Mg -0.518 -2.546 0.009
C -2.493 -1.022 -1.886
F 2.065 -0.265 -0.591
C 2.272 -2.681 1.523
H -2.124 -2.748 4.900
H 4.171 -1.800 1.484
C 1.468 -2.964 -2.386
H -2.756 -1.124 4.274
C 2.231 4.604 -2.322
C -2.706 -2.206 4.155
C -2.808 -0.087 -3.046
C 1.335 5.738 -2.395
H -2.324 0.858 -2.801
F 1.794 2.030 0.123
N 1.443 -3.172 0.862
F 0.025 -0.704 0.164
H -3.560 3.974 2.612
F -0.398 1.507 0.869
H 3.034 4.652 -1.586
C 3.380 -2.061 2.188
P 0.872 0.699 0.067
C 2.657 -3.445 -3.071
H -3.871 0.137 -3.139
H -2.468 -0.442 -4.018
H -2.016 3.733 1.695
F 0.353 1.237 -1.446
C -3.083 2.025 2.440
H 3.753 -2.802 2.895
H 3.524 -2.788 -2.993
H 2.686 4.436 -3.298

---

50
Properties=species:S:1:pos:R:3 method="wB97M-V/def2-TZVPD" lumo_energy_ev="-0.008 / -0.025" de_lowest_kj_mol=0.0 fmax_ev_per_a=4.63 s_squared=8.76 gap_ev="4.8 / 9.0" molar_mass_da=594.64 spin_multiplicity=6
O -5.342 12.592 20.084
H -10.328 9.650 24.278
C -8.295 16.214 20.913
O -6.928 10.023 19.598
F -9.059 15.815 21.899
F -1.860 12.832 19.917
H -10.540 16.238 16.520
F -7.221 14.190 23.636
C -9.557 14.729 17.692
C -4.934 15.290 19.148
C -4.244 16.427 18.395
C -8.379 15.225 19.671
H -8.053 9.596 22.190
C -10.767 15.263 16.953
H -5.701 14.840 18.518
C -8.828 10.030 22.821
Ni -8.405 10.199 18.061
O -3.932 14.323 19.445
H -9.909 8.195 23.294
H -11.139 14.671 16.116
H -6.755 11.364 16.912
O -7.314 11.848 17.550
O -8.153 11.040 23.555
H -9.944 11.504 20.087
F -3.057 11.500 21.125
H -9.820 13.706 17.961
O -9.306 15.528 18.765
C -9.526 9.068 23.822
C -7.551 11.985 22.952
O -7.716 14.181 19.696
H -3.444 16.832 19.016
H -4.869 17.288 18.157
H -5.407 15.704 20.038
H -9.556 10.430 22.115
F -8.687 17.479 20.685
H -8.788 8.747 24.557
F -5.411 13.101 23.528
F -3.044 11.245 18.966
C -4.245 13.059 19.819
H -11.657 15.336 17.578
O -7.567 12.057 21.711
C -2.991 12.137 19.954
F -7.089 16.254 21.424
H -3.782 16.124 17.455
C -6.755 12.982 23.830
O -9.244 11.460 19.407
H -6.629 9.310 20.195
H -8.709 14.692 17.009
Ni -7.308 11.988 19.558
F -6.850 12.665 25.095

---

32
Properties=species:S:1:pos:R:3 method="wB97M-V/def2-TZVPD" lumo_energy_ev=-3.455 smiles=Cc1ccc(C[C@H]2C[NH2+]CCO2)cc1 de_lowest_kj_mol=0.0 fmax_ev_per_a=0.24 gap_ev=8.1 molar_mass_da=192.28 total_charge=+1
H 2.607 -3.980 -0.959
C -0.301 -2.403 -0.479
C 2.137 -3.010 -0.811
H -1.001 -2.298 0.347
C -1.366 0.799 1.024
C 1.911 -2.358 -2.178
H -1.701 1.587 2.978
H -0.157 2.540 -1.601
H -0.229 4.977 2.433
C -0.924 3.094 1.657
C -0.505 3.330 0.353
H 2.802 -2.412 -0.193
C -0.502 2.321 -0.597
H 2.866 -1.905 -2.457
H -1.850 -0.577 -1.334
H 0.627 -4.216 0.032
H 1.070 -2.957 0.961
H -0.161 4.318 0.073
H -0.769 -2.938 -1.306
H -0.686 3.805 3.670
N 0.872 -3.228 -0.002
H 1.680 -3.120 -2.925
H -1.934 4.643 2.744
H 0.928 -0.653 -0.287
H -0.687 0.331 -2.287
C -1.362 1.806 1.973
H -1.737 -0.182 1.309
C -0.943 4.193 2.683
C -0.929 1.035 -0.275
O 0.892 -1.376 -2.235
C -0.879 -0.073 -1.293
C 0.230 -1.091 -1.016

---

33
Properties=species:S:1:pos:R:3 method="wB97M-V/def2-TZVPD" lumo_energy_ev=-2.848 smiles="CC[NH2+][C@@]1(c2cccs2)CCCCC1=O" de_lowest_kj_mol=0.0 fmax_ev_per_a=0.66 gap_ev=9.8 molar_mass_da=224.35 total_charge=+1
H -3.365 -1.502 0.916
C -0.070 -0.237 -0.011
H 0.525 3.513 -0.558
C -0.719 0.727 1.005
C 3.803 -0.826 0.225
H 0.092 -0.426 -2.154
C -1.850 -2.100 -0.502
H -0.356 2.229 -2.305
N -0.705 -1.588 0.301
C -3.146 -1.397 -0.144
H 1.259 1.569 -2.139
H 4.023 -0.458 2.329
S 2.537 -0.819 -0.925
H -3.963 -1.846 -0.702
H -0.449 2.737 1.603
H 4.797 -1.064 -0.097
C -0.327 0.271 -1.427
C 1.389 -0.368 0.304
H -1.948 -3.164 -0.278
H -1.402 0.338 -1.595
H 1.464 2.189 0.107
H -3.121 -0.338 -0.384
C 0.501 2.447 -0.336
C 0.296 1.666 -1.639
H -1.059 -1.410 1.281
H 1.472 0.011 2.431
C 1.990 -0.255 1.527
H -1.571 2.486 0.288
C 3.376 -0.509 1.474
H -1.619 -1.997 -1.562
H 0.038 -2.291 0.333
O -1.294 0.245 1.954
C -0.598 2.169 0.682

---

32
Properties=species:S:1:pos:R:3 method="wB97M-V/def2-TZVPD" lumo_energy_ev=0.955 smiles="C=CP(c1ccccc1)N(CC)CC" de_lowest_kj_mol=28.3 fmax_ev_per_a=4.75 gap_ev=8.6 molar_mass_da=207.26
H 0.619 2.583 -1.704
H 0.416 -2.669 0.676
C 1.387 -2.474 0.382
H 2.064 -0.075 4.409
H 0.487 2.252 -4.055
H 0.162 0.401 3.013
H 2.927 -0.791 3.027
H 1.509 -0.495 -0.694
C -1.427 -0.108 -1.734
C 0.836 -0.316 2.602
H -2.306 -0.607 1.031
H 0.548 -1.286 2.892
N 0.769 -0.128 1.214
H -2.023 -0.638 -1.029
C 2.258 -0.066 3.312
C -0.141 1.666 -3.437
H -2.395 -0.669 -3.432
C -2.087 0.498 1.039
H -1.028 0.528 -5.028
H 1.746 -2.805 -0.617
H -2.964 2.420 0.941
C -0.010 1.732 -2.067
C -0.608 0.837 -1.205
C 1.645 -0.955 0.303
H 2.561 0.864 3.046
H 2.712 -0.729 0.388
H -4.096 0.989 1.006
C -1.496 -0.234 -3.112
P -0.286 1.130 0.675
C -3.053 1.412 1.031
H 2.137 -2.911 1.124
C -0.863 0.645 -3.997

---

43
Properties=species:S:1:pos:R:3 method="wB97M-V/def2-TZVPD" lumo_energy_ev="4.041 / 4.611" fmax_ev_per_a=2.38 gap_ev="1.6 / 3.5" molar_mass_da=658.00 total_charge=-2
H -2.175 -2.020 1.579
H -0.061 1.001 2.930
N -1.547 -2.071 -2.429
F 1.484 -3.309 1.274
C -2.157 2.680 -0.188
B 1.249 -2.096 0.675
H -3.651 -3.775 -0.626
H 1.222 -0.253 2.901
C -2.373 -3.183 -2.315
H 1.380 1.156 3.975
H 3.079 4.014 -1.121
H -1.889 3.968 -1.784
H -3.483 4.213 -0.927
H -3.007 -0.541 0.997
C 2.795 2.950 -1.126
I 0.898 1.037 -3.152
N -2.506 -1.948 -0.503
H -3.861 -2.121 1.036
H -1.202 -2.300 -4.463
C 2.898 2.275 2.365
H -2.438 -3.919 -3.089
H -1.977 4.796 -0.157
H 4.247 3.452 1.101
C 3.374 2.850 1.252
C 1.491 1.711 0.668
N 1.748 1.589 2.007
H -0.393 -0.874 -3.699
F 2.291 -1.163 0.857
C 1.018 0.822 2.994
Bi -0.281 0.655 -0.673
H 3.628 2.367 -1.548
F 0.027 -1.526 1.262
O -2.674 2.119 0.748
C -2.963 -3.107 -1.114
N 2.512 2.512 0.219
F 0.992 -2.248 -0.728
H 3.264 2.276 3.374
C -2.393 3.983 -0.802
H 0.219 -2.559 -3.435
H 1.918 2.804 -1.775
C -1.645 -1.271 -1.322
C -2.898 -1.621 0.855
C -0.680 -1.935 -3.571

---

44
Properties=species:S:1:pos:R:3 method="wB97M-V/def2-TZVPD" lumo_energy_ev=-0.473 de_lowest_kj_mol=171.6 fmax_ev_per_a=6.81 gap_ev=9.5 molar_mass_da=679.71
Cl 2.532 2.387 3.526
Cl -4.132 -1.431 -3.270
C -3.972 -0.967 -1.607
C 1.954 -4.809 2.237
H 1.033 1.689 -6.035
C 2.999 -3.736 2.215
C 1.309 1.479 4.535
H 1.241 -4.725 1.417
H -4.902 -0.690 -1.110
C 0.837 5.232 2.273
H -1.722 1.366 -7.112
O 0.089 0.667 -4.505
C -1.083 0.540 0.841
C 1.155 -4.395 3.366
Cl 1.699 6.084 3.668
H 3.994 -4.175 2.282
H -1.242 0.324 -0.215
H -2.754 2.029 -4.484
H -3.349 -0.092 -1.424
O 1.751 -3.545 4.106
Br 0.447 -0.502 1.482
H 0.081 0.122 -6.496
H 0.998 0.640 3.912
H 2.942 -3.053 1.367
H 2.340 -5.802 2.471
Br -2.683 0.038 1.943
C -1.176 1.747 -6.249
H 1.787 0.988 5.383
C 0.186 1.019 -5.886
Br -0.735 2.510 0.890
H 1.505 4.485 1.845
Cl -3.364 -2.392 -0.762
Cl -0.011 2.489 5.036
H 3.591 -2.555 3.946
C -1.152 0.688 -3.991
O 0.025 -4.801 3.696
H -0.045 4.694 2.619
H -1.133 2.836 -6.279
Cl 0.159 6.313 1.023
C -2.094 1.338 -5.009
H -2.610 0.417 -5.277
H 2.166 -1.968 3.099
O -1.375 0.383 -2.844
C 2.715 -2.867 3.377

---

36
Properties=species:S:1:pos:R:3 method="wB97M-V/def2-TZVPD" lumo_energy_ev=-7.952 fmax_ev_per_a=8.99 gap_ev=3.1 molar_mass_da=430.53 total_charge=+1
C 0.732 1.511 1.148
H 1.185 -0.996 -0.920
H 3.393 -0.599 -4.097
H -1.948 -1.186 -1.061
H 4.069 -1.186 -2.439
H 0.147 1.380 -3.567
H -0.883 -2.464 5.597
C 2.904 0.819 -2.263
C -2.831 0.707 -1.537
C 3.121 -0.677 -2.955
In 0.143 0.505 -0.818
H -1.031 0.333 5.993
H -3.876 0.657 -0.962
C 0.311 0.427 2.342
C -0.643 -0.074 4.945
H 0.140 2.517 1.228
O 2.134 1.922 -2.860
H 2.207 -1.396 -2.805
C 0.683 1.783 -2.607
H -2.495 1.828 -1.511
C -0.054 -2.283 3.304
H -4.229 0.541 -3.359
Pd 1.555 -4.287 3.543
H -3.184 -1.036 -3.114
H 0.278 2.895 -2.454
H 0.810 -1.720 1.116
H 1.876 1.759 1.129
H 0.032 -3.447 3.076
C 0.410 -1.210 2.111
C -0.585 -1.705 4.753
N -1.879 -0.185 -0.771
O 3.549 0.993 -1.076
H -2.361 0.547 -3.839
H -0.308 2.170 4.022
C -0.222 1.022 3.774
C -3.149 0.138 -3.062

---

34
Properties=species:S:1:pos:R:3 method="wB97M-V/def2-TZVPD" lumo_energy_ev=-3.217 smiles="C=CCC(=C)[C@]([NH3+])(CC=C)NC(=O)C=C" de_lowest_kj_mol=375.3 fmax_ev_per_a=5.50 gap_ev=9.7 molar_mass_da=207.30 total_charge=+1
H 2.392 -2.177 2.011
H -3.449 -0.438 -0.951
H -1.087 -1.430 -0.906
N -0.732 -0.769 -0.285
C -1.665 -0.043 0.383
C 0.769 0.620 -1.486
H 2.604 -1.447 -0.605
H 0.980 -2.031 -1.466
C 1.084 1.997 -1.182
H 1.338 3.604 1.260
C 1.732 -2.901 1.673
C -4.084 -0.219 1.015
H 0.293 -0.979 -2.784
C 0.599 0.087 -2.688
N 1.081 0.121 0.962
H -5.212 -0.470 0.905
C 0.667 -0.469 -0.253
C -3.105 -0.213 0.082
H -0.463 3.653 1.502
H 1.633 -0.509 1.565
H 1.683 0.909 0.753
C 1.523 -1.720 -0.524
H -3.806 -0.212 2.005
C 1.224 -2.791 0.447
H 0.757 -3.585 -0.129
H 2.031 2.244 -0.808
H 0.551 0.699 -3.611
C 0.385 3.343 0.885
C 0.084 2.634 -0.212
H 1.531 -3.752 2.338
H 0.078 0.516 1.354
O -1.336 0.629 1.403
H 0.837 2.752 -2.130
H -0.920 2.349 -0.524

---

35
Properties=species:S:1:pos:R:3 method="wB97M-V/def2-TZVPD" lumo_energy_ev=-2.569 de_lowest_kj_mol=45.1 fmax_ev_per_a=1.65 gap_ev=8.6 molar_mass_da=219.31 total_charge=+1
N -0.640 -0.817 1.103
C -0.097 1.495 -2.004
H 2.833 -3.409 1.444
N -2.119 1.696 -1.018
H -0.348 -3.722 -0.077
C -0.165 2.468 2.024
C -1.181 2.066 -0.064
C 1.124 2.446 1.439
C 1.005 1.278 -3.008
H 1.961 2.648 2.078
C -0.767 -1.875 0.308
H -3.059 2.059 -1.002
H -0.306 2.755 3.059
H 0.776 -4.356 1.835
H 2.048 -2.661 0.038
H -0.522 -0.966 2.090
C 2.037 -2.741 1.123
H -1.769 -0.805 -1.086
C 1.252 2.078 0.133
H -1.241 -2.289 -1.659
H 1.283 2.220 -3.471
H 0.517 -2.829 2.625
H -2.287 2.675 1.716
H 1.847 0.731 -2.619
H 2.233 -1.741 1.504
C 0.695 -3.287 1.657
C -1.325 2.419 1.293
C 0.077 1.802 -0.611
H -1.209 -0.024 0.837
H -2.064 1.401 -3.105
H 0.534 0.635 -3.758
N -1.404 -1.719 -0.845
N -0.426 -3.109 0.728
H 2.142 1.993 -0.479
C -1.436 1.481 -2.231

---

33
Properties=species:S:1:pos:R:3 method="wB97M-V/def2-TZVPD" lumo_energy_ev=0.388 smiles="CCCC(=O)C1=CCCN2CCC[C@H]12" de_lowest_kj_mol=283.3 fmax_ev_per_a=4.55 gap_ev=8.6 molar_mass_da=193.29
H -0.573 0.109 -4.278
O 0.937 1.682 1.387
C 0.447 -0.316 0.038
H -1.329 0.745 -0.536
C -1.218 0.347 -3.357
H 1.187 1.783 -2.058
H -0.959 0.594 4.979
H -1.024 -2.673 -0.691
H -1.734 2.307 -2.707
H 1.796 0.904 4.443
H -0.239 1.994 4.065
H 0.437 -3.485 -1.315
H 0.268 -1.093 2.810
C 1.138 -0.359 2.726
N -0.861 -0.513 -2.181
C 0.682 -1.668 -0.130
H 2.180 -0.852 2.557
H -2.337 0.216 -3.721
C 0.954 0.244 4.082
C -0.381 0.931 4.069
H 0.881 -1.667 -2.733
C 0.837 0.444 1.320
H -0.113 2.517 -1.128
C -0.791 1.801 -3.009
C 0.013 -2.505 -1.109
C 0.081 1.698 -1.795
H 1.275 -2.124 0.733
C -0.404 0.413 -1.042
H -0.286 2.362 -3.854
H 0.858 -0.601 4.806
C -0.119 -1.721 -2.399
H -0.995 0.776 3.182
H -0.607 -2.290 -3.157

---

33
Properties=species:S:1:pos:R:3 method="wB97M-V/def2-TZVPD" lumo_energy_ev=0.811 smiles="CCN(C)C(C)=O.Cc1ccccc1" de_lowest_kj_mol=294.4 fmax_ev_per_a=4.32 gap_ev=9.9 molar_mass_da=193.29
H -0.175 1.223 -0.318
H 1.770 -0.645 -3.972
C -1.967 -1.718 -3.270
C -1.619 -1.546 -0.942
C 1.424 -0.901 2.138
C 0.202 -1.233 -2.514
H 0.328 -0.939 -0.387
H 0.634 -1.386 2.608
H 2.364 -1.624 -2.639
C 1.459 0.627 2.071
H 2.348 1.053 2.573
N -0.005 1.144 2.356
C -0.499 2.170 0.107
C 1.595 -0.880 -2.898
H -0.242 -1.616 -4.624
H -1.587 2.300 -0.166
C -0.295 2.366 1.583
C -0.648 -1.488 -3.624
C -2.471 -1.815 -2.016
H 2.143 -0.042 -2.363
H -3.465 -2.213 -1.813
H -2.614 -1.666 -4.155
H 1.855 1.044 1.065
O -0.498 3.401 2.184
H 1.505 -1.368 1.167
H -2.049 -1.446 0.036
C -0.297 -1.210 -1.220
H 2.391 -1.039 2.753
H 0.090 3.044 -0.228
C -0.291 1.384 3.783
H -0.843 2.375 3.869
H -0.973 0.746 4.311
H 0.430 1.898 4.544

---

39
Properties=species:S:1:pos:R:3 method="wB97M-V/def2-TZVPD" lumo_energy_ev=0.366 de_lowest_kj_mol=17.0 fmax_ev_per_a=1.33 gap_ev=10.4 molar_mass_da=317.44
C -2.701 0.266 -0.528
O -2.834 -2.143 -0.826
C -3.959 0.259 0.087
H 0.956 -1.801 1.977
O -2.146 -4.233 0.230
H 1.642 0.212 -1.996
O -4.009 -2.978 1.206
C -0.044 -0.333 0.821
H 5.448 0.283 0.825
C -2.180 1.504 -0.906
H -0.606 0.233 1.564
O -1.767 -2.009 1.284
H 0.168 0.340 0.000
C -1.935 -0.997 -0.791
N -4.663 1.354 0.363
H -1.238 1.562 -1.429
H 1.559 -0.200 2.260
H 3.453 2.464 0.196
H -4.705 3.405 0.246
Si 3.188 0.039 -0.100
C 2.729 0.203 -1.914
C -2.903 2.655 -0.624
C 2.853 1.708 0.691
C -4.131 2.520 0.019
O 2.227 -1.175 0.534
H 5.491 -0.117 -0.880
H 3.082 -0.626 -2.519
H -0.282 -2.181 -0.168
H -2.527 3.623 -0.904
H -1.413 -0.989 -1.741
H 3.075 1.154 -2.308
H -4.410 -0.677 0.361
C 5.010 -0.355 0.065
H 1.816 2.013 0.566
C -0.934 -1.434 0.289
C 1.216 -0.869 1.476
H 3.058 1.709 1.757
H 5.193 -1.396 0.302
S -2.776 -2.995 0.513